No. 1
{"formula": "C32H49AsF6N5O6S3", "method": "ωB97M-V with the def2-TZVPD basis set", "symbols": ["As", "F", "F", "F", "F", "F", "F", "C", "C", "C", "S", "O", "O", "C", "H", "H", "H", "H", "H", "H", "H", "H", "C", "C", "C", "S", "O", "O", "C", "H", "H", "H", "H", "H", "H", "H", "H", "C", "C", "C", "S", "O", "O", "C", "H", "H", "H", "H", "H", "H", "H", "H", "N", "C", "C", "C", "C", "H", "H", "H", "H", "H", "N", "C", "C", "C", "C", "H", "H", "H", "H", "H", "N", "C", "C", "C", "C", "H", "H", "H", "H", "H", "N", "C", "C", "C", "C", "H", "H", "H", "H", "H", "N", "C", "C", "C", "C", "H", "H", "H", "H", "H"], "positions_angstrom": [[4.43263, 0.68695, -11.45223], [5.65618, -0.40053, -10.67831], [4.04472, -0.43961, -12.81008], [3.11778, 1.73983, -12.17426], [4.60951, 1.85956, -10.12272], [5.72548, 1.47387, -12.37773], [3.14125, -0.05400, -10.40034], [6.05643, -10.10453, -9.68029], [6.50872, -8.74148, -10.27000], [5.41527, -8.09381, -11.17565], [3.83806, -8.69383, -10.45364], [2.89350, -9.02085, -11.54845], [3.48442, -7.74280, -9.36796], [4.52426, -10.30757, -9.82860], [6.53976, -10.25976, -8.71573], [6.64927, -10.88069, -10.16425], [7.38639, -8.97241, -10.87370], [7.01761, -8.05226, -9.59612], [5.46517, -8.45236, -12.20378], [5.33271, -7.01219, -11.06894], [4.42341, -11.04336, -10.62644], [3.90346, -10.63949, -8.99640], [-2.89915, 8.99431, -14.10900], [-3.86893, 10.10565, -13.76369], [-3.02111, 11.27033, -13.10253], [-1.31233, 10.53440, -12.63987], [-1.11126, 10.63704, -11.24632], [-0.26797, 10.98179, -13.58619], [-1.82764, 8.84841, -13.02178], [-2.43575, 9.22152, -15.06907], [-3.42194, 8.03788, -14.11410], [-4.51502, 9.84089, -12.92669], [-4.48909, 10.42603, -14.60086], [-3.60242, 11.58990, -12.23763], [-2.89882, 12.14826, -13.73688], [-2.40119, 8.45050, -12.18464], [-0.96590, 8.29512, -13.39511], [-4.01506, -6.60497, -8.24713], [-4.37582, -5.23393, -8.82396], [-3.62470, -4.13016, -8.03688], [-4.00350, -4.67500, -6.34686], [-5.33987, -4.15165, -6.08454], [-2.90151, -4.26947, -5.47334], [-4.04358, -6.47244, -6.75172], [-3.01793, -6.95363, -8.51595], [-4.81200, -7.25669, -8.60526], [-5.40207, -4.87532, -8.90337], [-4.10628, -5.26538, -9.87964], [-3.96696, -3.11979, -8.26073], [-2.55192, -4.25483, -8.18415], [-4.90626, -7.00697, -6.35402], [-3.22062, -6.92638, -6.19966], [8.86012, 6.58249, -4.40438], [8.49402, 5.36817, -3.85509], [8.77831, 5.48735, -2.46524], [9.21671, 6.80406, -2.17726], [9.27949, 7.43856, -3.36610], [8.51245, 6.69283, -5.34621], [8.07151, 4.65353, -4.54586], [8.73756, 4.70679, -1.71993], [9.58074, 7.11008, -1.20760], [9.52152, 8.45322, -3.64588], [-2.47917, -0.12952, -15.40559], [-3.24652, -1.05059, -16.11740], [-4.55948, -0.80791, -15.95135], [-4.54443, 0.33933, -15.22538], [-3.29704, 0.80134, -14.89158], [-1.48724, -0.13086, -15.21531], [-2.81898, -1.87131, -16.67421], [-5.45012, -1.32760, -16.27242], [-5.41922, 0.89836, -14.92769], [-2.88375, 1.63093, -14.33716], [9.25305, 10.90668, -10.83156], [8.27483, 10.03336, -11.21219], [8.93655, 8.82836, -11.57890], [10.23727, 8.99281, -11.20891], [10.45643, 10.26562, -10.77674], [8.92261, 11.80513, -10.50953], [7.19794, 10.08302, -11.27746], [8.41969, 7.97026, -11.98253], [11.04146, 8.29437, -11.38741], [11.38264, 10.77521, -10.55569], [3.49663, -4.42830, -3.02049], [3.74377, -4.41348, -1.67416], [4.58520, -3.40856, -1.32796], [4.88789, -2.82844, -2.49024], [4.25237, -3.41275, -3.51462], [2.93338, -5.08747, -3.53851], [3.29445, -5.14808, -1.02234], [4.72997, -2.88180, -0.39631], [5.59794, -2.02041, -2.58674], [4.36409, -3.36143, -4.58760], [14.41434, 1.78276, -13.31724], [13.85099, 1.78240, -12.09341], [14.82351, 2.35960, -11.23615], [15.93922, 2.67465, -11.93588], [15.67130, 2.44666, -13.24921], [13.98991, 1.32889, -14.11346], [12.89232, 1.29475, -11.99565], [14.69603, 2.37884, -10.16387], [16.86437, 2.98695, -11.47439], [16.30748, 2.48268, -14.12120]], "atomic_forces_ev_per_a": [[-1.73, 0.00, 0.77], [-1.27, 0.96, -1.10], [0.86, 0.77, 1.49], [1.64, -0.79, 0.66], [0.29, -0.60, -1.11], [-1.09, -0.61, 0.56], [1.29, 0.26, -1.31], [0.58, 0.13, 0.64], [0.77, 0.17, -1.07], [-0.17, -0.74, 1.45], [-0.53, 0.43, -0.72], [1.12, 0.65, 1.94], [0.47, -2.15, -1.71], [0.63, 0.38, -0.30], [-0.92, 0.57, 0.72], [-0.72, -0.20, -0.86], [-0.17, -0.05, -0.58], [-1.02, 0.13, 0.63], [-0.11, 0.20, 0.09], [0.22, -0.08, -0.31], [-0.58, 0.33, -0.16], [0.40, 0.23, 0.24], [0.19, -0.44, -0.29], [0.98, 1.14, 1.45], [-0.06, -0.38, -0.66], [-0.76, 0.36, -2.98], [0.45, 0.47, 1.83], [-1.90, -0.68, 1.34], [-0.70, 0.80, -0.93], [-0.03, -0.29, -0.11], [0.01, -0.02, -0.60], [-0.29, -0.57, -0.34], [0.19, 0.05, 0.04], [0.76, 0.05, 0.36], [0.38, -0.20, -0.11], [0.90, -0.12, 0.48], [-0.10, -0.18, 0.52], [-0.85, 0.58, 0.02], [0.99, 1.41, -1.38], [0.00, -1.79, -0.35], [0.23, 2.23, -0.17], [0.64, -0.96, 0.21], [-1.16, -1.18, -0.55], [-0.13, -0.42, 1.58], [-0.21, 0.19, -0.63], [0.44, -0.54, 0.13], [-0.45, -0.95, 0.71], [0.44, 0.31, -0.08], [0.04, -0.14, 0.44], [0.07, 0.28, 0.10], [-0.37, 0.78, 0.29], [0.34, 0.20, -0.32], [-0.56, -0.92, 1.56], [1.11, 1.40, 2.12], [-0.78, -1.23, -1.41], [0.32, -1.23, -0.26], [-0.50, 1.04, -2.59], [0.56, 1.16, 0.16], [0.11, -0.39, 0.56], [-0.26, -0.09, -0.18], [-0.14, 0.30, -0.20], [0.14, -0.05, 0.24], [0.52, -1.05, -1.30], [2.39, -1.72, -0.22], [0.00, -0.37, -0.52], [-2.39, 4.16, 2.46], [-0.49, -0.60, 0.06], [-0.15, -0.35, -0.50], [0.42, 0.11, 0.24], [0.39, -0.09, -0.24], [-0.21, -0.05, 0.01], [-0.44, -0.05, 0.02], [-2.16, 0.41, 0.54], [1.13, -2.91, -1.61], [-3.00, 1.41, 0.80], [2.70, -0.68, -0.56], [0.20, 0.75, 0.06], [0.98, 0.04, 0.15], [0.17, 1.13, 0.22], [0.22, -0.04, 0.13], [-0.02, -0.08, 0.16], [-0.22, -0.01, 0.12], [0.68, 0.08, 1.19], [-1.77, -2.15, 1.46], [-1.23, -0.57, 2.31], [2.51, 3.37, -2.78], [-0.29, -0.82, -2.58], [0.25, 0.22, 0.24], [-0.26, 0.07, -0.09], [0.27, -0.87, 0.35], [-0.15, 0.15, -0.22], [-0.01, 0.54, 0.10], [1.45, 1.32, -0.44], [1.48, 0.36, 0.76], [-3.76, -1.91, 1.65], [1.36, 0.85, -0.72], [-0.76, -1.94, -1.44], [0.29, 0.45, -0.02], [0.07, 0.28, 0.54], [0.04, 0.21, -0.03], [-0.03, 0.31, -0.36], [-0.12, 0.07, 0.06]], "mol_weight_g_mol": 884.9, "spin_multiplicity": 1, "homo_ev": -6.59, "homo_lumo_gap_ev": 8.401, "charge": -1}

=====

No. 2
{"formula": "C2H5N3O", "method": "ωB97M-V with the def2-TZVPD basis set", "symbols": ["H", "N", "C", "N", "C", "N", "O", "H", "H", "H", "H"], "positions_angstrom": [[2.78490, 0.40804, 0.37086], [2.63904, -0.51882, -0.07679], [1.39805, -0.83322, -0.17746], [0.28175, -0.02635, 0.25231], [-1.01203, -0.19656, -0.18639], [-1.85607, 0.91285, 0.01314], [-1.37324, -1.16810, -0.81148], [1.00667, -1.84761, -0.49053], [0.57578, 0.95022, 0.51681], [-2.84466, 0.75976, -0.25414], [-1.60019, 1.55980, 0.84366]], "atomic_forces_ev_per_a": [[-0.25, -0.57, -0.51], [-1.63, -0.11, 0.18], [-0.56, -0.29, 0.72], [2.28, 1.65, 0.46], [-1.08, 0.61, -0.97], [0.94, 0.55, 1.78], [0.00, -0.16, 0.25], [0.88, 1.27, -0.03], [-0.64, -1.54, -0.37], [1.17, 0.19, 0.62], [-1.11, -1.59, -2.13]], "smiles": "[H]/N=C\\NC(N)=O", "mol_weight_g_mol": 87.1, "spin_multiplicity": 1, "homo_ev": -10.09, "homo_lumo_gap_ev": 10.651, "e_above_lowest_kcal_mol": 13.4}

=====

No. 3
{"formula": "C19H25N2Tc", "method": "ωB97M-V with the def2-TZVPD basis set", "symbols": ["C", "C", "C", "C", "H", "H", "H", "H", "H", "H", "H", "H", "H", "C", "C", "C", "H", "C", "C", "H", "H", "H", "H", "C", "C", "C", "H", "C", "C", "H", "H", "H", "H", "Tc", "N", "C", "C", "C", "C", "C", "N", "H", "H", "H", "H", "H", "H"], "positions_angstrom": [[0.25876, 3.98698, -1.18948], [1.39054, 3.68739, -2.08185], [-1.05118, 4.30322, -1.79506], [0.55925, 4.52748, 0.14564], [-1.09388, 5.33173, -2.19413], [-1.86570, 4.23161, -1.06556], [-1.27606, 3.63059, -2.63020], [1.79851, 4.60607, -2.54045], [1.09350, 3.02267, -2.90135], [2.21277, 3.21738, -1.52563], [0.73548, 5.61499, 0.15608], [1.45793, 4.05119, 0.55028], [-0.26974, 4.34179, 0.83289], [-0.58044, -1.48988, -1.22011], [-1.43334, -0.35762, -1.45358], [-0.64783, 0.69242, -2.04547], [-2.50274, -0.34705, -1.30965], [0.66432, 0.14831, -2.30317], [0.69337, -1.18758, -1.80481], [1.51272, -1.89387, -1.89073], [-0.88885, -2.44327, -0.79582], [-1.00609, 1.66794, -2.36039], [1.47406, 0.67228, -2.80460], [-0.09244, 0.52897, 2.17138], [-1.24028, -0.19455, 1.69843], [-1.94695, 0.66837, 0.80183], [-1.56894, -1.17090, 2.02354], [-1.22446, 1.89598, 0.68699], [-0.07847, 1.82054, 1.56009], [0.68544, 2.57446, 1.71288], [0.61869, 0.16561, 2.89920], [-2.89976, 0.46513, 0.34125], [-1.54146, 2.75703, 0.11912], [-0.00280, 0.27480, -0.04266], [1.58962, -1.81745, 2.36029], [2.60848, -1.22069, 1.64182], [3.94226, -1.33240, 2.09759], [4.96700, -0.87956, 1.27421], [4.60463, -0.28452, 0.05587], [3.26378, -0.06440, -0.22770], [2.25505, -0.47704, 0.57213], [0.79866, -2.16336, 1.82305], [1.86879, -2.44391, 3.10892], [4.10123, -1.79076, 3.07380], [6.01259, -0.98981, 1.55193], [5.33552, 0.01679, -0.68939], [2.96979, 0.44224, -1.14988]], "atomic_forces_ev_per_a": [[-0.04, 0.31, -0.19], [0.40, -0.27, -0.25], [-0.39, 0.03, -0.18], [0.12, 0.09, 0.52], [0.05, -0.14, 0.03], [-0.01, 0.12, -0.13], [-0.06, 0.20, -0.01], [-0.02, -0.15, 0.02], [0.08, 0.14, -0.01], [-0.04, 0.06, -0.14], [0.00, -0.07, -0.12], [0.00, 0.22, 0.03], [0.05, 0.25, 0.07], [0.23, -0.17, -0.52], [-0.09, -0.45, -1.27], [0.26, -0.33, -1.06], [0.30, -0.02, -0.16], [-0.49, -0.60, 0.39], [-0.21, 0.14, -0.59], [-0.06, 0.30, 0.20], [0.12, 0.30, -0.24], [0.11, -0.39, 0.08], [-0.21, -0.14, 0.20], [-0.53, 0.69, 0.71], [0.48, 0.39, 0.59], [0.02, 0.40, 0.87], [0.11, 0.06, -0.03], [0.34, 0.50, 0.82], [-0.56, -0.62, 0.41], [-0.29, -0.23, -0.04], [-0.15, 0.07, -0.20], [0.13, 0.08, 0.23], [0.12, -0.26, 0.05], [-0.44, -0.14, -0.17], [0.04, -0.47, 0.08], [-0.10, 0.35, 0.22], [0.03, 0.17, -0.44], [-0.79, -0.02, 0.13], [-0.30, 0.19, -0.33], [0.48, -0.18, 0.31], [0.96, -0.76, 0.03], [0.29, 0.28, 0.13], [0.00, 0.16, -0.36], [0.19, -0.01, -0.37], [-0.24, -0.01, -0.02], [-0.01, 0.02, 0.31], [0.13, -0.09, 0.39]], "mol_weight_g_mol": 379.4, "spin_multiplicity": 4, "homo_ev": [-9.82, -11.78], "homo_lumo_gap_ev": [7.459, 7.564], "s_squared": 3.77, "e_above_lowest_kcal_mol": 0.0, "charge": 1}

=====

No. 4
{"formula": "C9H27N9O18", "method": "ωB97M-V with the def2-TZVPD basis set", "symbols": ["C", "N", "O", "O", "H", "H", "H", "C", "N", "O", "O", "H", "H", "H", "C", "N", "O", "O", "H", "H", "H", "C", "N", "O", "O", "H", "H", "H", "C", "N", "O", "O", "H", "H", "H", "C", "N", "O", "O", "H", "H", "H", "C", "N", "O", "O", "H", "H", "H", "C", "N", "O", "O", "H", "H", "H", "C", "N", "O", "O", "H", "H", "H"], "positions_angstrom": [[-0.95427, -0.11464, -0.11357], [0.46536, -0.12618, -0.60174], [1.01549, 0.94006, -0.69247], [0.98946, -1.21501, -0.80239], [-1.58943, -0.65457, -0.81581], [-1.21138, 0.93311, 0.04208], [-0.75153, -0.59997, 0.84113], [-0.59688, -2.90920, 4.14262], [0.37576, -2.34557, 3.22509], [1.34554, -3.07078, 2.93057], [0.15151, -1.23692, 2.74982], [-0.01545, -3.08795, 5.04710], [-1.03879, -3.82384, 3.74734], [-1.41195, -2.20408, 4.30562], [0.44714, 4.03015, -1.18794], [-0.92935, 4.49699, -1.19553], [-1.86682, 3.65379, -1.17481], [-1.19474, 5.68754, -1.26285], [1.16688, 4.80628, -1.44817], [0.61038, 3.14321, -1.80014], [0.62873, 3.82659, -0.13262], [4.48455, 1.30910, -1.82898], [5.00637, 2.65570, -1.50988], [4.36671, 3.59375, -1.99163], [6.00906, 2.69388, -0.79530], [4.80291, 1.05662, -2.84042], [3.39986, 1.39793, -1.88939], [4.76266, 0.64264, -1.01253], [-6.07282, -0.28442, -2.55896], [-5.30877, -1.20414, -1.72925], [-4.41971, -0.65465, -1.12725], [-5.43933, -2.39787, -1.79581], [-6.52321, 0.51498, -1.97056], [-6.77552, -0.73934, -3.25709], [-5.34386, 0.24624, -3.17143], [3.24503, -3.42754, 0.22071], [4.34351, -4.38357, 0.37481], [5.49670, -3.96827, 0.61368], [4.12650, -5.56911, 0.09311], [2.34800, -3.97898, 0.50242], [3.09572, -3.23835, -0.84231], [3.44762, -2.54869, 0.83282], [2.53177, -2.56915, -3.75728], [2.32749, -1.31732, -4.48210], [2.96579, -1.05124, -5.52223], [1.57802, -0.50240, -3.95397], [2.56708, -3.37809, -4.48698], [1.64844, -2.69043, -3.13028], [3.44418, -2.43843, -3.17546], [-0.02177, 2.73195, 2.91444], [-0.97740, 3.76271, 2.38028], [-2.16142, 3.54769, 2.48677], [-0.51216, 4.79860, 1.96687], [-0.60793, 2.15217, 3.62743], [0.73086, 3.32561, 3.43331], [0.30967, 2.15348, 2.05210], [-4.05524, 0.59538, 2.97584], [-4.06818, -0.86263, 2.57928], [-4.99720, -1.56204, 3.01809], [-3.14955, -1.35867, 1.89688], [-3.41600, 1.10283, 2.25337], [-3.73803, 0.80901, 3.99655], [-5.08621, 0.90628, 2.80690]], "atomic_forces_ev_per_a": [[1.15, 0.12, 0.19], [-0.85, -1.45, -0.25], [1.06, 0.98, -0.19], [-0.23, 0.83, -0.11], [0.12, -0.01, 0.35], [-0.20, -0.21, -0.29], [-0.84, -0.50, 0.49], [0.27, 0.38, -0.09], [-1.85, -2.29, 2.26], [2.34, -1.60, -0.89], [-0.71, 4.44, -2.15], [-0.41, -0.39, 0.41], [0.17, -0.32, 0.00], [0.22, 0.10, 0.09], [1.26, -0.09, 0.71], [-3.84, -0.07, -1.05], [2.43, 0.83, 0.21], [1.12, -0.53, 0.19], [-0.56, 0.22, -0.22], [-0.49, 0.08, 0.24], [0.13, -0.40, -0.08], [-0.91, -0.08, 0.05], [-0.01, 0.10, 0.14], [1.30, -0.50, 0.83], [-1.21, 0.73, -0.98], [0.44, -0.19, 0.29], [0.04, -0.01, 0.20], [0.22, -0.08, -0.50], [-0.80, 1.23, -1.40], [1.14, 0.01, -0.40], [0.49, 0.42, 1.01], [-0.89, -0.57, -0.16], [-0.10, -0.46, 0.30], [-0.02, -0.40, 0.58], [0.20, -0.20, 0.08], [-0.87, -0.25, 0.40], [2.64, -1.28, -1.13], [-2.10, -0.31, -0.01], [-0.09, 1.43, 0.59], [0.01, 0.43, 0.53], [0.53, 0.25, 0.05], [-0.27, -0.19, -0.23], [-0.52, -0.67, -0.16], [0.28, 2.78, -1.22], [-0.86, -1.18, 1.66], [0.40, -0.76, -0.43], [0.43, 0.10, 0.14], [0.33, 0.05, 0.18], [-0.08, -0.25, -0.11], [-0.73, 0.46, 0.19], [0.01, 0.00, 0.84], [-0.49, -0.33, -0.17], [0.39, 0.33, -0.54], [0.28, -0.25, -0.32], [0.25, -0.40, -0.36], [0.27, -0.07, 0.32], [-0.24, 0.02, -1.43], [0.96, -2.65, 0.17], [0.86, 1.40, -0.44], [-1.75, 1.87, 1.23], [0.07, -0.06, 0.25], [0.00, -0.67, -0.12], [0.11, 0.10, 0.28]], "mol_weight_g_mol": 549.4, "spin_multiplicity": 2, "homo_ev": [-1.23, -5.02], "homo_lumo_gap_ev": [2.850, 6.635], "s_squared": 0.75, "e_above_lowest_kcal_mol": 0.0, "charge": -1}